[1]
18
Properties=species:S:1:pos:R:3:mulliken_charge:R:1 method="wB97M-V/def2-TZVPD" gap_ha=0.2076 homo_energy_ev=-8.2 total_energy_ha=-381.0719 e_above_lowest_ev=5.811 e_lumo_ev=-2.6
O -1.583 1.088 0.424 -0.636
C -0.474 1.346 -0.178 -0.031
C 0.769 1.060 0.824 -0.696
C 0.954 -0.403 1.108 -0.536
C -0.200 -1.336 0.687 -0.402
N -0.279 0.609 -1.405 -0.179
C -0.730 -0.772 -1.517 -0.529
N -0.185 -1.724 -0.636 -0.414
H -0.280 2.378 -0.542 0.357
H 0.568 1.657 1.712 0.353
H 1.691 1.419 0.365 0.331
H 1.823 -0.697 0.523 0.310
H 1.090 -0.570 2.171 0.307
H -1.168 -0.841 0.960 0.301
H -0.191 -2.198 1.344 0.463
H 0.595 0.800 -1.880 0.260
H -1.821 -0.766 -1.401 0.337
H -0.578 -1.051 -2.559 0.404

=====

[2]
18
Properties=species:S:1:pos:R:3:mulliken_charge:R:1 method="wB97M-V/def2-TZVPD" gap_ha=0.3715 homo_energy_ev=-9.4 total_energy_ha=-381.1688 e_above_lowest_ev=3.173 e_lumo_ev=0.7
C -0.397 0.396 -1.983 -0.991
N -0.090 -0.881 -1.380 -0.460
C 1.064 -1.147 -0.964 0.119
O 2.168 -0.385 -0.944 -0.467
H -1.352 0.291 -2.497 0.265
H 0.359 0.720 -2.709 0.406
H -0.501 1.167 -1.213 0.298
H 1.245 -2.121 -0.525 0.441
H 1.970 0.517 -1.236 0.322
C 0.618 1.862 1.120 -0.409
C 0.192 0.839 1.581 0.226
C -0.460 -0.473 2.028 -0.799
N -1.633 -0.874 1.306 -0.578
H 0.993 2.768 0.737 0.381
H -0.725 -0.139 3.055 0.344
H 0.285 -1.274 1.990 0.308
H -2.328 -0.134 1.288 0.258
H -1.410 -1.132 0.347 0.335